# 1
Computed, not measured: a 9-piece molecular cluster, C46H107N5O4 overall, with wB97M-V/def2-TZVPD.

Structure (XYZ):
```
162
Properties=species:S:1:pos:R:3:mulliken_charge:R:1
O -1.50120 6.31753 -4.07796 -0.5553
O -4.26053 12.25552 -7.44462 -0.4351
O 0.65589 2.82246 -8.84162 -0.4322
O -2.87279 9.84942 -10.93008 -0.3629
N -10.96633 4.14347 -8.60063 0.1851
N -4.60613 2.05844 -3.14864 0.1067
N -5.29596 6.23552 -7.83597 0.9949
N -9.15776 8.96127 -3.06856 0.4566
N -5.24463 8.52755 -14.41006 0.6624
C -2.69666 6.73708 -4.72975 0.5321
C -9.71918 6.57142 -3.07396 -1.6036
C -8.90627 3.41482 -9.74069 -0.8163
C -10.57927 5.52569 -8.34522 -1.5056
C -4.82001 11.39956 -5.28090 -0.4833
C -4.82410 9.06837 -15.70243 -0.8963
C -3.51762 10.87408 -11.64228 -0.0897
C -1.55399 2.62549 -9.73505 -0.0503
C -12.82722 2.52222 -8.36564 -1.3565
C -8.55427 10.01928 -3.85908 -0.6139
C -5.83233 6.89398 -6.65646 0.8846
C -3.23108 1.75806 -2.79254 -0.7201
C -1.53998 10.27005 -10.69241 -0.5337
C -4.76502 7.25386 -8.73963 0.2127
C -1.66849 6.42691 -2.66517 -0.4017
C 0.61291 3.54371 -10.07871 -0.5270
C -4.54194 6.84127 -12.73096 -0.8135
C -9.01732 10.01274 -5.31988 -0.9952
C -9.87789 3.19549 -8.60033 -0.2956
C -5.03945 0.07200 -4.55087 -1.5938
C -8.72924 7.63348 -3.45274 0.6893
C -9.85336 5.78302 -7.01973 0.0986
C -12.09581 3.71147 -7.77698 -0.3726
C -6.34880 3.78172 -2.65285 -1.4931
C -3.27067 7.47805 -8.55762 1.2750
C -1.64502 11.75140 -10.37196 -0.3125
C -5.62259 8.56376 -16.90575 -1.2371
C -2.52776 7.68424 -2.53513 -0.7853
C -5.47452 4.39149 -9.44282 -0.7700
C -4.98306 12.56905 -6.24939 -0.5945
C -4.84673 7.14525 -14.18957 -0.9410
C -9.08387 9.21846 -1.64735 -0.2865
C -10.04731 10.30036 -1.18255 -1.3666
C -6.91666 10.24539 -13.84741 -1.2178
C -6.61133 8.78161 -14.04558 -0.5301
C -3.52153 7.48859 -3.67706 0.6147
C -2.78434 12.20839 -11.32141 -0.7359
C -3.73844 10.93081 -7.35467 -0.2469
C -6.21938 5.32560 -8.49558 -0.5338
C -5.03167 1.57868 -4.45513 0.0645
C -2.19608 2.47198 -3.66574 -0.6481
C -4.51489 10.24875 -6.24509 1.2043
C -6.21294 5.95852 -5.53186 -0.5775
C -4.89283 3.47594 -2.95584 0.1251
C -0.57990 2.17563 -8.62683 -0.3287
C -0.84508 3.85596 -10.34904 0.0231
H -9.84163 11.28682 -1.60621 0.3364
H -9.94401 5.87670 -9.16541 0.4279
H -1.61593 1.87915 -10.52718 0.3251
H -3.76742 8.83340 -15.82018 0.5713
H -10.02235 10.44371 -0.09973 0.4132
H -2.72030 6.60091 -8.90231 -0.1317
H -2.97044 8.40518 -9.04032 -0.5130
H -4.58747 4.03539 -3.85382 0.0987
H -5.31166 8.19607 -8.55601 0.0138
H -3.41552 12.94071 -10.82897 0.2880
H -4.01170 9.38076 -5.82290 -0.5106
H -3.09858 1.92724 -1.72155 0.3887
H -9.32941 3.13682 -7.63622 0.1657
H -2.55395 2.87802 -9.39277 -0.1339
H -4.05157 -0.39389 -4.58193 0.3303
H -1.16841 2.26147 -3.37806 0.4386
H -2.35737 12.60369 -12.24306 0.3337
H -4.97992 7.04626 -9.79142 -0.2414
H -2.31185 2.19397 -4.71725 0.1694
H -5.48185 9.88740 -6.61664 -0.2196
H -6.21248 10.74862 -13.18070 0.1084
H -3.95064 8.43602 -4.00849 -0.1389
H -11.49260 6.10963 -8.47907 0.4985
H -6.62616 8.98507 -16.92757 0.2856
H -9.28425 8.33155 -1.05004 0.3736
H -1.84628 8.52916 -2.64944 0.3176
H -6.26331 6.52261 -4.60031 -0.3857
H -0.72363 12.30003 -10.56043 0.4209
H -4.93073 10.15142 -15.60892 0.3874
H -7.91733 10.43284 -13.45396 0.4329
H -3.95410 11.54533 -4.62929 0.3658
H 1.01783 2.88898 -10.86434 0.2521
H -11.75770 3.51224 -6.74678 0.2150
H -3.60831 10.69014 -12.71928 0.2036
H -2.67955 11.02501 -7.07680 0.2422
H -6.66216 4.67748 -7.73605 0.3760
H -12.32310 1.56531 -8.23781 0.3413
H -4.56009 11.02668 -11.33577 0.1638
H -9.83739 6.49290 -1.99026 0.3905
H -3.01826 7.55276 -7.49352 -0.7412
H -0.45072 1.08887 -8.64958 0.2707
H -8.50303 9.24156 -5.89653 -0.0731
H -8.80615 5.50582 -7.10764 -0.2259
H -7.33332 8.36564 -14.78099 0.3460
H -6.15227 3.65971 -9.87866 0.3842
H -10.09191 9.84076 -5.37709 0.3305
H -8.07265 9.56064 -1.34862 0.2170
H -7.45184 9.96436 -3.80593 0.3872
H -13.82937 2.46198 -7.93778 0.4211
H -5.51100 -0.37212 -3.66912 0.3517
H -5.41420 5.22452 -5.40876 0.2153
H -12.81431 4.53177 -7.72649 0.4101
H -1.16312 9.63912 -9.88592 0.3748
H -4.28225 3.84240 -2.12658 0.3212
H -10.28320 2.18185 -8.66716 0.3909
H -1.95131 11.91206 -9.33883 -0.0664
H -9.53159 5.57235 -3.46930 0.3518
H -0.87864 10.10809 -11.55485 0.3064
H -10.72195 6.82722 -3.42972 0.4074
H -2.42480 7.34725 -5.59223 -0.2875
H -6.87427 10.81905 -14.78004 0.3194
H -1.16303 4.80279 -9.91786 -0.2160
H -12.95876 2.67035 -9.43965 0.3299
H -8.85544 10.98794 -3.46176 0.3186
H -4.31816 5.77887 -12.61174 0.3913
H -4.73128 3.84474 -8.85681 0.0393
H -4.41180 1.99229 -5.27060 0.0883
H -6.92629 3.74006 -3.58289 0.0917
H -10.34489 5.27047 -6.19137 0.3183
H -1.03354 3.83472 -11.42208 0.3260
H -0.98673 2.44446 -7.64711 0.1795
H -0.65647 6.54678 -2.27270 0.3982
H -8.40634 4.37875 -9.64377 -0.1268
H -8.16072 2.62000 -9.79578 0.4256
H -3.06526 0.67848 -2.88668 0.3778
H -5.68274 7.47426 -16.91575 0.2724
H -6.86000 8.23530 -13.13363 0.3720
H -7.02342 5.88487 -9.00783 0.0347
H -5.01618 7.52548 -6.28763 -1.2659
H -5.72466 11.28598 -4.68886 0.1177
H -7.70041 7.37419 -3.13648 -0.0659
H -2.98771 7.79755 -1.55223 0.4007
H -5.37480 7.09196 -12.07269 0.0622
H -4.64288 13.52526 -5.85266 0.3441
H -8.62253 7.64733 -4.54257 -0.4667
H -6.04938 1.93710 -4.61437 0.3788
H -7.14368 5.41635 -5.69188 0.2810
H -9.94118 6.84787 -6.78473 0.1764
H -2.38560 3.54925 -3.67093 -0.0045
H -6.59602 7.64934 -6.93420 0.4153
H -9.43629 3.40009 -10.69492 0.3253
H -5.66525 6.46784 -14.50652 0.3328
H -4.92520 4.94012 -10.20968 0.1166
H -3.83141 10.43558 -8.32097 -0.2315
H -11.08384 10.08223 -1.45365 0.3083
H -8.81227 10.97071 -5.80005 0.4475
H -6.47417 4.77066 -2.20970 0.4103
H -6.84857 3.06608 -1.99813 0.4206
H -4.36201 6.89746 -3.30380 -0.1241
H -5.09729 8.85748 -17.81741 0.4147
H -3.24513 5.85957 -5.09563 -0.0914
H -6.03772 12.65956 -6.53465 0.2527
H -4.00294 6.86748 -14.82217 0.4621
H -5.58515 -0.26855 -5.43206 0.4476
H 1.29604 4.38680 -9.99337 0.3418
H -3.68391 7.41944 -12.37891 0.2128
H -2.06625 5.54358 -2.14736 0.0766
```

Computed properties:
SMILES: CCN(CC)CC.CCN(CC)CC.CCN(CC)CC.CCN(CC)CC.CCN(CC)CC.C1CCOC1.C1CCOC1.C1CCOC1.C1CCOC1

=====

# 2
Computed, not measured: a 8-piece molecular cluster, C46H113N7O2S overall, with wB97M-V/def2-TZVPD.

Structure (XYZ):
```
169
Properties=species:S:1:pos:R:3:mulliken_charge:R:1
S 4.75166 -6.02914 2.58572 1.4412
O 5.12569 -7.18928 3.36847 -0.6869
O 5.77762 -5.27889 1.86697 -0.6838
N -2.96976 2.53348 -6.05326 0.0398
N -4.67449 -4.54435 1.58625 0.1170
N 6.04115 0.90992 2.30977 0.4703
N -0.76558 -0.45277 0.35548 1.5925
N 0.15119 -3.59348 -4.21336 0.1858
N 0.39689 2.97492 5.47821 0.2823
N -1.81869 6.75705 -0.85823 0.0457
C -1.30244 -2.12749 -2.78680 -0.9810
C -3.69930 -4.72628 2.65576 -0.5689
C -0.10907 -2.20292 -3.72298 -0.4594
C -1.27195 -1.37493 1.37161 -0.4434
C 0.59012 0.12279 0.62735 -0.5755
C -2.85078 3.47446 -7.20611 -0.5941
C 3.70377 -4.87566 3.62716 -1.3233
C -4.57146 -7.01228 0.94124 -1.4971
C -5.78329 -2.84568 0.12463 -1.6247
C 7.18512 1.42797 4.47574 -1.4233
C 6.23677 2.40348 0.15359 -1.5397
C 5.52539 -0.14752 1.40818 -0.6778
C -4.28630 -5.46148 3.80901 -1.6379
C -2.61632 1.18925 -6.44433 -0.4376
C -4.55125 -3.19330 0.99047 0.1249
C -3.63974 6.07176 -2.45816 -1.0254
C -2.20564 2.98753 -4.83395 0.2442
C 0.70318 -5.14775 -6.09589 -1.5279
C 0.89063 -4.34699 -3.16277 -0.2017
C 0.51490 3.96100 4.37709 -1.2001
C 1.61820 -0.67557 -0.11116 -0.6035
C -1.65208 1.60827 -0.92609 -0.7147
C 6.65322 1.98908 1.54794 -0.5219
C -3.40742 4.89445 -6.86782 -1.2297
C 3.27106 -6.49555 1.45400 -0.8850
C -0.59230 2.94083 7.74625 -1.3956
C 4.66556 -1.10400 2.13577 -0.7842
C 0.65741 1.59358 5.05569 -0.7849
C -0.78801 3.17762 6.24479 -0.4477
C -0.71421 3.23376 -5.04336 -1.1574
C -0.43291 3.67732 3.24039 0.2432
C -2.89663 5.74737 -1.11822 -0.3291
C -1.19957 6.76246 0.51192 -0.3023
C -0.89438 7.07469 -2.00319 -0.8793
C -0.54022 -2.74238 1.45313 -0.2422
C 0.10004 5.93089 -2.31984 -0.5197
C 2.03988 1.37209 4.41112 -1.2357
C -2.85922 0.11430 -5.42118 -1.0177
C 2.53175 -4.47954 2.72849 -0.3999
C 0.66111 -3.77199 -5.59869 -0.2950
C 2.41828 -4.03381 -3.18150 -1.2233
C -4.35330 -5.52088 0.56387 -0.3295
C 2.02536 -5.77705 2.01841 -1.3587
C -1.76699 0.61482 0.23119 -1.1195
C -2.26959 6.74738 1.68151 -1.4105
C 6.88888 0.37779 3.39840 -0.2957
H -4.61465 -6.47897 3.59686 0.2675
H 0.56931 -4.10380 -2.15000 -0.1876
H -2.35635 2.32914 -3.97843 0.2568
H 1.85502 -3.91189 3.36717 1.0399
H -1.78436 3.49684 -7.43049 0.3955
H 0.58667 1.00085 5.96770 0.4255
H 5.13005 -1.60445 2.98542 0.5075
H -4.45414 4.77893 -6.58650 0.3379
H 0.73680 -5.10966 -7.18471 0.4888
H -3.63595 -2.95389 0.44916 -0.0983
H 1.66025 -5.63884 -5.92001 0.2956
H 1.21656 -5.62415 1.30387 0.6875
H -6.71497 -2.91144 0.68654 0.3104
H -0.53890 5.89670 0.55760 0.2643
H 6.42480 -0.46639 3.90841 0.2231
H 6.56361 2.87779 2.17266 0.3798
H -2.15846 0.10197 -4.58638 0.0091
H -0.64057 4.57509 2.65817 -0.1956
H 6.27096 1.88210 4.85808 0.2726
H -2.66234 -0.81292 -5.95932 0.4476
H -0.13479 3.59597 -4.19414 0.4030
H -4.56255 5.52265 -2.64521 0.4434
H 3.72418 -0.64799 2.44231 0.0112
H -1.45220 3.19512 8.36593 0.4242
H -0.16026 1.31623 4.39041 0.4086
H -0.83345 2.30736 -0.75514 0.1933
H -0.42786 -3.25544 0.49801 -0.0511
H 2.82815 -4.32393 -2.21406 0.3608
H -2.29883 -1.61519 1.09613 -0.4016
H 2.87882 -3.72947 2.01783 -0.4678
H 0.65784 6.17054 -3.22511 0.4464
H -0.23045 1.93020 7.93546 0.3000
H 0.14148 3.61218 8.19231 0.3324
H -3.47361 -3.73290 3.04352 0.4366
H 3.52993 -6.32594 0.40886 0.4139
H -2.75209 -5.13503 2.30388 0.3648
H -5.81832 -3.46707 -0.77022 0.3527
H 5.18503 2.68567 0.10552 0.3307
H -5.69874 -1.82724 -0.25448 0.4728
H 4.39392 -1.87439 1.41409 0.2706
H -1.56302 1.14868 -6.72187 0.3274
H -5.55758 -7.30651 1.30055 0.3020
H -0.19120 -5.74560 -5.92049 0.3452
H -0.34325 8.00632 -1.87505 0.3922
H 0.78749 5.83337 -1.47960 0.3124
H -5.14971 -5.38429 -0.16769 0.3110
H 2.58383 -2.96930 -3.34733 0.3129
H -3.81226 7.12613 -2.67416 0.3943
H -4.43900 -2.45698 1.78630 0.4122
H -0.53354 7.61407 0.65075 0.3197
H -2.55401 3.96643 -4.50458 -0.6796
H 7.71904 1.76490 1.50482 0.3982
H 2.07448 1.70490 3.37375 0.0734
H -1.39833 1.12889 -1.87156 -0.1476
H -0.23593 2.27580 -5.24749 0.3051
H -2.76885 0.25087 0.00333 0.3293
H -3.25614 3.05819 -8.12834 0.5135
H -0.32670 -1.54412 -4.56365 0.4681
H -4.39062 -7.62154 0.05569 0.5036
H 2.77181 1.89922 5.02309 0.4465
H 0.44560 -2.55953 1.88072 -0.0960
H -5.08316 -4.83094 4.20339 0.2908
H 0.05799 -3.22518 -6.32350 0.4327
H 1.63430 -3.29289 -5.70581 0.3429
H 0.76596 -5.42887 -3.20851 0.4258
H -0.50569 3.96579 -5.82359 0.3135
H -1.12602 4.20280 6.09358 0.4110
H 7.88412 0.11072 3.04305 0.2953
H 0.85161 -0.14366 1.65143 0.0463
H -3.05236 5.65060 -3.27407 -0.1672
H -2.88530 5.85063 1.61198 0.3190
H 0.44836 4.97494 4.77157 0.4509
H -3.59080 -5.79759 4.57804 0.5817
H 2.62436 -0.33302 0.13049 -0.1222
H -0.15794 2.87307 2.55798 -0.1314
H -1.34205 -0.93846 2.36795 0.1326
H -2.23860 -2.37832 -3.28559 0.2772
H 4.83768 0.28403 0.68091 0.3043
H -1.40681 3.50981 3.70035 0.3634
H 3.21394 -7.58399 1.46615 0.3927
H 0.69854 1.20613 0.57529 0.4154
H 2.38364 0.33833 4.44676 0.4780
H -0.51256 5.02994 -2.35343 -0.1946
H -1.36199 -1.28448 -2.09841 -0.0175
H 4.41248 -4.21901 4.13177 0.5377
H 7.60642 1.00440 5.38743 0.4659
H -3.27587 0.96234 -7.28195 0.4146
H -2.54025 2.22783 -1.05016 0.6499
H -2.53737 4.72057 -1.04961 0.3489
H 2.99918 -4.61396 -3.89849 0.3079
H -3.85987 -7.29145 1.71829 0.2890
H 6.36331 -0.65344 0.92856 0.2326
H -3.43649 -5.27748 0.02693 0.4007
H -3.90330 0.03559 -5.11820 0.3377
H 1.63776 -1.75413 0.04514 0.0262
H -3.53174 5.46255 -7.78972 0.4323
H 0.79771 -1.73766 -3.33647 0.0530
H 1.47697 4.06113 3.87460 0.4116
H -2.90543 5.52938 -6.13777 0.2160
H -1.43348 7.25423 -2.93337 0.3862
H -2.94829 7.59153 1.55947 0.4098
H 1.36500 -0.54598 -1.16339 0.2360
H 6.50898 1.67248 -0.60775 0.3243
H 6.76499 3.31815 -0.11557 0.4430
H 1.66222 -6.45711 2.78896 0.2533
H -1.80949 1.17704 1.16404 0.2631
H -1.74294 6.74417 2.63582 0.4143
H -1.19402 -2.94040 -2.06880 0.3976
H -1.65457 2.53901 6.07348 0.2229
H -1.01703 -3.41710 2.16412 0.7285
H 7.88501 2.20211 4.16117 0.3063
H -3.59784 5.83803 -0.28865 0.4612
H 3.31688 -5.62627 4.31637 0.4774
```

Computed properties:
multiplicity: 2
charge: -1

=====

Record-wise DFT total energy values, in Eh: -2391.456895 -2752.116120